No. 1
DFT (the ωB97M-V functional and the def2-TZVPD basis) results for C37H26IrN10 as an isolated structure in a non-equilibrium geometry.

Summary:
E_LUMO (alpha / beta) ... 0.0904 / 0.0274 hartree
Energy ... -56526.73441 eV
Spin multiplicity ... 5
HOMO-LUMO gap (alpha / beta) ... 5.1 / 5.2 eV
Charge ... -1
HOMO energy (alpha / beta) ... -2.647 / -4.452 eV

XYZ file:
```
74
Properties=species:S:1:pos:R:3:forces:R:3:mulliken_spin:R:1
Ir 0.17654 -0.02990 0.06408 -0.23 -1.91 -0.57 0.116
C 2.30870 0.03685 -6.25913 0.05 -0.66 4.16 -0.012
C 1.07816 0.59197 -6.56411 -0.25 0.27 0.15 0.086
C 0.14064 0.89709 -5.52613 -1.32 -0.38 -2.46 -0.012
C 0.38765 0.46471 -4.24072 1.35 -1.03 -0.89 0.073
C -0.23187 0.60596 -2.95506 -0.44 1.26 0.21 0.176
N -1.06701 1.62541 -2.75949 -1.18 -0.20 -2.56 0.121
C -1.65974 1.93835 -1.66330 1.43 -0.65 2.24 0.162
C -2.75977 2.83084 -1.47078 -0.71 0.08 2.09 0.065
C -3.55690 3.45110 -2.43113 -1.54 0.01 2.01 -0.029
C -4.75391 4.08511 -2.01867 1.32 -1.04 1.57 0.102
C -5.05373 3.98843 -0.62016 1.12 -0.09 -1.64 -0.025
C -4.31619 3.31837 0.33230 2.48 -0.20 -0.49 0.106
C -3.00305 2.77907 -0.00821 -3.47 2.02 -3.40 0.092
C -1.98008 2.02747 0.57897 -0.59 -0.25 1.28 0.240
N -2.00829 1.90977 1.98565 0.32 -1.50 -2.27 -0.069
C -1.09157 1.15349 2.51308 3.16 1.38 -2.74 0.129
N 0.20616 0.86079 1.84760 -0.88 -0.53 3.23 0.080
C 1.21993 0.58679 2.83959 -4.09 0.86 -0.13 0.141
N 2.43847 0.29451 2.62705 1.20 0.21 -0.63 -0.063
C 3.01854 0.19959 1.36654 0.22 -2.60 1.03 0.425
N 2.40897 0.26112 0.13777 -1.08 1.02 -0.74 0.003
C 3.06826 -0.53223 -0.77004 -0.13 0.25 1.12 0.040
N 2.70472 -1.03256 -1.92890 -0.20 0.52 -0.16 0.171
C 1.61503 -0.58432 -2.58752 -1.85 0.41 -0.52 0.295
N 0.35035 -0.15757 -2.03756 2.49 -1.54 0.51 0.049
C 1.56463 -0.30683 -4.01347 1.40 0.13 1.87 0.076
C 2.62296 -0.42386 -4.90673 0.14 0.43 -2.96 0.108
C 4.23029 -1.00324 -0.07527 3.93 -3.30 -0.77 0.123
C 5.35074 -1.81295 -0.52546 -1.66 0.68 -0.32 -0.021
C 6.30878 -2.26702 0.35730 -0.71 1.46 0.66 0.053
C 6.24711 -1.75662 1.72508 1.60 -2.13 -0.48 -0.002
C 5.21959 -1.03860 2.23584 -1.35 -0.27 -2.06 0.041
C 4.18774 -0.77506 1.25158 -1.13 4.13 2.69 0.033
C 0.46425 0.67869 4.20985 -1.00 1.28 -4.96 0.051
C 0.82911 0.62530 5.46955 2.07 -0.90 3.94 0.013
C -0.12746 0.67019 6.47737 0.10 0.54 2.58 0.029
C -1.47473 0.72177 6.21520 -1.67 -1.21 -0.10 0.000
C -1.90852 0.80099 4.87364 -0.36 0.83 -0.31 0.051
C -0.90720 1.00490 3.89508 -0.20 -2.25 2.90 -0.002
N -1.23105 1.47078 -0.44317 0.91 0.72 1.58 -0.031
H 3.12346 0.05761 -6.89693 1.15 -0.23 -1.72 0.001
H 0.94222 0.77349 -7.65296 -0.50 0.32 1.07 0.004
H -0.86646 1.26520 -5.89204 1.33 -0.01 0.96 0.001
H -3.31544 3.25653 -3.42485 0.42 0.10 -1.70 0.004
H -5.48544 4.55148 -2.66418 0.29 0.05 -0.21 0.009
H -5.85965 4.54978 -0.26517 -1.56 0.47 0.44 -0.001
H -4.73376 3.30273 1.31097 0.13 -0.14 0.81 0.010
H 3.68429 -0.82707 -4.73113 -2.07 0.55 0.20 0.013
H 5.27287 -1.97908 -1.59191 0.66 -0.62 -0.12 0.002
H 7.12779 -2.91743 0.04815 -0.21 0.30 0.09 0.005
H 7.06514 -2.11123 2.37583 -0.41 0.37 -0.20 0.000
H 5.15196 -0.77351 3.28044 -0.16 0.24 -0.13 0.003
H 1.82939 0.39892 5.88298 -0.27 0.34 -1.00 0.002
H 0.20052 0.70327 7.57896 -0.39 -0.36 -1.85 0.002
H -2.23531 0.45586 7.01283 1.06 0.79 -0.90 0.001
H -3.02247 0.74005 4.61754 1.89 0.31 0.22 0.005
C -1.56871 -3.14723 -0.53287 -0.13 0.16 -2.05 0.037
C -2.25754 -2.02383 0.19411 -0.05 1.05 -1.78 -0.083
C -3.30503 -1.29786 -0.70938 0.26 0.20 0.14 0.078
C -2.77642 -2.64851 1.42020 -0.96 0.16 0.97 0.019
N -1.50969 -0.85859 0.63301 -0.24 0.01 0.64 0.934
H -2.27171 -3.68730 -1.27863 1.19 0.69 1.34 -0.003
H -1.14223 -3.80759 0.21280 0.21 -0.46 -0.30 0.000
H -0.78421 -2.62687 -1.08216 0.28 -0.62 -0.52 0.001
H -4.14155 -1.90344 -1.06856 0.18 -0.16 -0.03 0.010
H -2.83018 -0.72792 -1.53453 -0.02 -0.80 0.17 -0.010
H -3.67814 -0.50093 -0.08999 -0.63 0.32 0.35 -0.010
H -3.35969 -3.54986 1.24759 -0.67 0.20 -0.07 0.005
H -3.21188 -1.85523 2.00557 -0.81 -0.15 0.53 0.003
H -1.93374 -3.00476 1.96625 0.86 -0.15 0.66 -0.013
N 1.60390 -2.73827 0.86388 -0.33 -0.49 0.48 -0.007
C 1.00260 -1.79125 0.64672 -0.82 2.97 -1.30 -0.005
H 2.26885 -3.43582 0.91934 1.09 -1.25 0.17 -0.002
```
Positions in Å, forces in eV/Å.


No. 2
DFT (the ωB97M-V functional and the def2-TZVPD basis) results for one molecule with the formula C24H26N2O7S.

Summary:
E_LUMO ... 0.0235 hartree
Energy ... -53456.54408 eV
Energy relative to the best compared isomer or geometry (same formula, charge and spin) ... 134.6 kJ/mol
HOMO-LUMO gap ... 8.7 eV
Charge ... 0
HOMO energy ... -8.027 eV

XYZ file:
```
60
Properties=species:S:1:pos:R:3:forces:R:3:nbo_charge:R:1
C 3.75685 5.94335 -0.00137 -0.01 0.20 0.11 -0.252
O 3.85319 4.73806 -0.72155 -0.08 -0.34 -0.14 -0.492
C 2.86491 3.81238 -0.57368 0.01 -0.18 -0.08 0.311
C 1.74350 3.96082 0.23608 0.15 0.22 0.03 -0.324
C 0.79878 2.95306 0.30492 0.12 -0.07 -0.23 -0.102
C 0.95862 1.77670 -0.41513 0.38 0.73 -0.02 0.067
N -0.03051 0.77892 -0.27819 -0.26 -0.36 0.78 -0.682
C -0.24483 -0.11893 -1.39306 -0.08 -0.46 -0.22 -0.332
C -1.58742 -0.84834 -1.25766 0.25 0.18 -0.44 0.707
O -1.67965 -2.03637 -1.48767 -0.06 -0.22 -0.04 -0.627
N -2.59434 -0.00376 -0.96136 -0.29 0.53 -0.01 -0.607
C -3.89314 -0.32655 -0.55715 -0.13 0.02 0.04 0.095
C -4.48904 -1.55169 -0.80182 0.07 -0.02 -0.02 -0.217
C -5.78327 -1.79317 -0.36853 -0.13 0.07 0.08 -0.224
C -6.48182 -0.81227 0.30609 -0.04 -0.14 -0.02 -0.210
C -5.89663 0.42109 0.55655 0.13 0.24 0.03 -0.313
C -4.60547 0.67639 0.12758 -0.01 -0.13 -0.05 0.346
O -3.93454 1.85844 0.30869 0.08 -0.47 -0.23 -0.527
C -4.51490 2.83282 1.13995 -0.10 0.23 0.14 -0.248
S -0.00858 -0.01741 1.22768 0.18 -0.02 0.34 2.322
O -1.27879 -0.66051 1.37911 0.19 -0.29 -0.19 -0.932
O 0.38055 0.94280 2.21463 0.33 -0.05 -0.18 -0.929
C 1.25978 -1.24440 1.00347 -0.43 0.52 0.16 -0.368
C 2.58354 -0.91081 1.15984 -0.02 0.11 0.07 -0.187
C 3.55274 -1.86141 0.86107 0.06 -0.13 -0.07 -0.300
C 3.19344 -3.11405 0.38454 -0.12 -0.17 -0.07 0.272
O 4.06277 -4.09891 0.05239 -0.46 0.09 0.02 -0.474
C 5.44137 -3.86878 0.21772 0.25 0.05 0.03 -0.252
C 1.82132 -3.43453 0.20803 0.07 0.15 0.02 0.337
O 1.55148 -4.65838 -0.29267 0.37 0.11 0.11 -0.489
C 0.19704 -4.99223 -0.52546 -0.26 -0.05 -0.08 -0.263
C 0.86568 -2.48838 0.53588 0.01 -0.45 -0.06 -0.301
C 2.08259 1.62582 -1.22334 -0.16 -0.02 0.09 -0.212
C 3.01822 2.63505 -1.30622 0.11 0.24 0.04 -0.257
H 2.86525 6.51142 -0.28553 0.03 -0.03 0.02 0.176
H 4.64569 6.51464 -0.26462 -0.09 0.00 0.05 0.201
H 3.74699 5.76683 1.07884 -0.01 0.01 -0.04 0.177
H 1.59066 4.85664 0.81617 0.01 0.10 0.04 0.222
H -0.06613 3.06213 0.93758 -0.09 0.05 0.04 0.223
H -0.26848 0.47597 -2.31244 0.02 -0.04 0.13 0.241
H 0.53875 -0.88275 -1.48941 -0.17 0.09 -0.06 0.219
H -2.31646 0.92832 -0.67537 0.08 -0.17 -0.05 0.429
H -3.92766 -2.31263 -1.31673 0.04 -0.01 -0.04 0.248
H -6.24024 -2.75183 -0.55967 -0.03 -0.09 -0.02 0.213
H -7.48943 -0.99621 0.64738 -0.08 -0.01 0.03 0.212
H -6.45851 1.17197 1.08939 0.00 0.10 0.04 0.218
H -3.78003 3.63324 1.21316 -0.09 -0.02 0.03 0.199
H -5.43953 3.23089 0.70847 0.05 -0.04 0.03 0.176
H -4.71807 2.43587 2.13883 0.00 -0.01 -0.04 0.183
H 2.84913 0.06992 1.51867 0.12 0.11 0.06 0.242
H 4.59108 -1.60639 0.99574 0.11 -0.03 0.00 0.227
H 5.92948 -4.79104 -0.09272 0.01 0.09 0.03 0.205
H 5.69222 -3.66023 1.26255 -0.02 0.00 -0.04 0.178
H 5.79115 -3.04466 -0.41232 -0.03 -0.02 0.03 0.176
H -0.36045 -5.05730 0.41340 0.02 0.01 -0.01 0.179
H -0.29244 -4.26863 -1.18327 0.04 0.00 0.03 0.204
H 0.21916 -5.96987 -1.00338 -0.05 0.06 0.05 0.199
H -0.18906 -2.67952 0.43535 -0.11 -0.17 -0.10 0.268
H 2.23286 0.71855 -1.78790 0.02 -0.11 -0.06 0.220
H 3.89062 2.52987 -1.93155 0.10 -0.01 -0.08 0.226
```
Positions in Å, forces in eV/Å.


No. 3
DFT (the ωB97M-V functional and the def2-TZVPD basis) results for one molecule with the formula C2H3N3O in a non-equilibrium geometry.

Summary:
E_LUMO (alpha / beta) ... -0.0249 / -0.0249 hartree
Energy ... -8635.62964 eV
Energy relative to the best compared isomer or geometry (same formula, charge and spin) ... 469.4 kJ/mol
HOMO-LUMO gap (alpha / beta) ... 7.9 / 7.9 eV
Charge ... 0
HOMO energy (alpha / beta) ... -8.555 / -8.555 eV

XYZ file:
```
9
Properties=species:S:1:pos:R:3:forces:R:3:nbo_charge:R:1
C -1.12394 0.05227 -0.00579 -0.14 -0.03 0.01 -0.636
C 0.37005 0.00068 -0.03166 -0.11 0.21 -0.02 -0.014
N 1.02460 -1.01647 0.84132 0.30 -0.52 -0.31 0.162
O 1.30489 -2.01729 0.24966 -0.18 0.39 0.32 -0.215
N 1.83776 1.81004 -0.70691 -0.64 -0.76 0.30 -0.020
N 1.12805 0.97464 -0.37658 0.56 0.73 -0.28 0.033
H -1.49885 0.97135 -0.46211 0.15 -0.10 0.03 0.238
H -1.56135 -0.79687 -0.53804 0.06 0.08 0.03 0.228
H -1.48121 0.02164 1.03012 0.01 0.01 -0.09 0.224
```
Positions in Å, forces in eV/Å.


No. 4
DFT (the ωB97M-V functional and the def2-TZVPD basis) results for a 2-piece molecular cluster, C8H11N2O overall.

Summary:
E_LUMO ... -0.1353 hartree
Energy ... -13496.37235 eV
Energy relative to the best compared isomer or geometry (same formula, charge and spin) ... 0.0 kJ/mol
HOMO-LUMO gap ... 10.3 eV
Charge ... +1
HOMO energy ... -13.962 eV

XYZ file:
```
22
Properties=species:S:1:pos:R:3:forces:R:3:nbo_charge:R:1
C 3.91855 -0.08384 -0.20042 -0.26 -0.04 0.04 -0.097
C 3.43754 -1.38704 -0.18042 -0.16 0.13 0.02 -0.225
C 3.02642 0.97272 -0.05572 -0.09 -0.24 0.03 -0.226
C 2.07847 -1.59354 -0.03322 0.52 -0.34 -0.06 0.088
C 1.68150 0.69273 0.09326 0.35 0.53 -0.06 0.082
C -3.38584 1.41307 -0.24006 0.09 -0.03 0.02 -0.290
C -2.49410 0.63627 0.35737 0.03 0.20 0.00 -0.319
C -2.32970 -0.80664 0.07859 -0.31 -0.10 -0.06 0.666
N 1.24444 -0.56361 0.09379 -0.39 -0.20 0.02 -0.436
N -3.43408 -1.50497 -0.18262 -0.11 -0.21 -0.07 -0.761
O -1.22266 -1.35932 0.09366 0.18 -0.01 0.10 -0.683
H 4.97335 0.10814 -0.32715 0.07 0.00 0.01 0.248
H 4.10279 -2.22893 -0.28123 0.01 -0.08 -0.01 0.255
H 3.37087 1.99317 -0.05992 -0.03 0.11 0.00 0.254
H 1.64244 -2.58167 -0.01617 -0.10 0.03 -0.01 0.244
H -3.45039 2.46523 -0.01841 0.03 0.14 0.06 0.223
H -4.06710 1.04593 -0.99185 -0.09 -0.11 -0.10 0.204
H -1.79437 1.04116 1.07632 0.04 0.02 0.05 0.223
H -4.34841 -1.08822 -0.15693 0.05 0.00 0.09 0.414
H -3.35735 -2.49744 -0.34709 0.01 0.08 -0.06 0.421
H 0.19053 -0.78647 0.15752 0.27 0.15 -0.01 0.481
H 0.94539 1.47460 0.20287 -0.10 -0.04 0.00 0.233
```
Positions in Å, forces in eV/Å.


No. 5
DFT (the ωB97M-V functional and the def2-TZVPD basis) results for C20H14AsN4O2ReS7 as an isolated structure.

Summary:
E_LUMO ... -0.3113 hartree
Energy ... -169822.49456 eV
Energy relative to the best compared isomer or geometry (same formula, charge and spin) ... 0.0 kJ/mol
HOMO-LUMO gap ... 4.9 eV
Charge ... +2
HOMO energy ... -13.388 eV

XYZ file:
```
49
Properties=species:S:1:pos:R:3:forces:R:3:nbo_charge:R:1
Re -0.44433 0.99229 0.65181 0.37 -0.20 -0.37 0.794
S -0.81229 4.77896 4.62035 0.01 0.12 -0.12 -0.334
As -0.54498 6.00894 3.06831 0.00 -0.14 0.09 0.817
S 0.06742 2.79887 2.19824 -0.09 -0.13 0.11 0.358
S -1.74769 1.85739 2.26886 -0.09 0.04 0.05 0.140
S -0.15828 4.55228 1.19798 0.02 0.01 0.00 -0.262
N -6.20828 -2.72957 -1.39818 0.06 -0.01 0.00 -0.742
C -6.05482 -1.40828 -1.25611 -0.01 0.02 -0.01 0.032
S -7.23100 -0.28362 -1.35876 -0.05 0.04 0.00 0.013
C -4.69407 -0.93284 -0.87029 -0.01 -0.08 0.01 0.036
C -4.00027 -1.50414 0.19616 0.00 0.01 -0.01 -0.232
C -2.79612 -0.96693 0.58562 0.02 0.03 -0.07 0.086
N -2.23772 0.09433 -0.03976 -0.08 0.03 0.01 -0.504
C -2.90981 0.63652 -1.08548 0.05 0.02 0.02 0.069
C -4.11639 0.15801 -1.51911 -0.05 0.00 -0.03 -0.196
H -7.12107 -3.08695 -1.63663 0.00 0.01 0.00 0.433
H -5.42672 -3.36213 -1.44797 0.00 0.00 0.01 0.405
H -4.40757 -2.34280 0.74432 0.00 0.00 0.00 0.260
H -2.24411 -1.38724 1.41249 0.03 -0.01 0.04 0.234
H -2.45796 1.48981 -1.57219 -0.02 -0.02 0.03 0.217
H -4.62997 0.63725 -2.34053 0.00 0.00 0.01 0.275
N 1.75136 -6.02777 1.58836 0.00 0.00 0.00 -0.212
C 1.42991 -4.93553 1.44429 -0.04 0.12 -0.01 0.231
C 1.01462 -3.56778 1.25909 0.04 -0.14 -0.02 -0.125
C 0.88743 -3.05492 -0.02799 0.01 0.01 -0.08 -0.150
C 0.47338 -1.74457 -0.21713 -0.09 -0.08 0.01 -0.197
C 0.20802 -0.95225 0.89533 -0.09 0.31 0.15 -0.261
C 0.36148 -1.44938 2.18850 0.10 0.02 -0.02 -0.251
C 0.74884 -2.76771 2.36573 0.00 0.03 0.08 -0.121
H 1.10739 -3.68434 -0.87988 0.01 0.01 0.00 0.252
H 0.36727 -1.36494 -1.22689 -0.01 0.00 -0.01 0.223
H 0.20538 -0.82622 3.06089 0.00 0.01 0.00 0.234
H 0.87078 -3.17003 3.36243 -0.01 0.00 0.00 0.254
O 3.35855 1.92231 2.14021 0.01 0.11 0.16 -0.871
S 3.21725 0.96585 1.09935 0.02 -0.01 -0.21 2.302
O 3.36391 -0.42635 1.32640 -0.03 -0.05 0.01 -0.854
N 1.65836 1.25781 0.40820 -0.13 0.09 -0.06 -0.747
C 1.73919 1.71775 -0.80162 -0.08 -0.09 0.13 0.230
S 0.10928 1.93796 -1.40881 0.03 -0.07 0.11 0.154
C 3.06696 1.86083 -1.35579 0.07 0.03 -0.07 -0.195
C 3.46378 2.30819 -2.60586 0.01 0.00 0.00 -0.114
C 4.82762 2.36666 -2.86853 -0.01 0.00 0.00 -0.177
C 5.75730 1.99245 -1.90505 -0.01 -0.01 0.04 -0.120
C 5.36200 1.54406 -0.64042 0.05 0.01 -0.06 -0.187
C 4.01325 1.48605 -0.39879 -0.02 -0.02 0.06 -0.210
H 2.73895 2.60163 -3.35427 0.00 0.00 0.01 0.244
H 5.17160 2.70850 -3.83473 0.00 0.00 0.00 0.253
H 6.81232 2.04788 -2.13728 0.00 0.00 0.01 0.253
H 6.08982 1.25373 0.10514 0.01 0.00 -0.01 0.262
```
Positions in Å, forces in eV/Å.